A molecular structure, C27H21N5O11P2ReS. Source: the Open Molecules 2025 dataset; level of theory: ωB97M-V/def2-TZVPD.

Calculated values
Energy relative to the best compared isomer or geometry (same formula, charge and spin) in kcal per mole: 35.74
E_tot in eV: -89864.654
LUMO (spin up / spin down) in Ha: -0.0836 / -0.0314
HOMO-LUMO gap (spin up / spin down) in eV: 5.68 / 6.63
⟨S²⟩: 1.078

Geometry as ORCA input:
```
! wB97M-V def2-TZVPD RIJCOSX def2/J DEFGRID3
* xyz 0 2
Re 0.989 -0.115 0.400
O 1.975 0.683 4.308
C 1.701 0.692 3.133
N 1.028 -0.251 2.411
C 0.530 -1.381 3.008
O 0.439 -1.630 4.183
C -0.034 -2.320 1.959
C -0.448 -3.597 2.311
C -1.007 -4.412 1.343
C -1.191 -3.899 0.066
C -0.755 -2.617 -0.207
N -0.146 -1.861 0.705
C 2.090 1.849 2.236
C 2.550 3.033 2.791
C 2.774 4.122 1.966
C 2.571 3.971 0.602
C 2.155 2.743 0.119
N 1.912 1.704 0.913
H -0.302 -3.911 3.333
H -1.314 -5.418 1.580
H -1.646 -4.484 -0.716
H -0.891 -2.179 -1.185
H 2.691 3.076 3.861
H 3.092 5.069 2.375
H 2.722 4.795 -0.080
H 1.997 2.590 -0.940
O 4.574 -2.926 0.715
P 3.093 -2.453 1.039
O 2.708 -2.631 2.430
O 2.916 -1.100 0.355
O 2.166 -3.495 0.133
P 2.101 -3.672 -1.433
O 3.618 -3.443 -1.934
O 1.521 -4.950 -1.812
O 1.307 -2.459 -2.049
H 4.845 -2.667 -0.168
H 3.970 -4.301 -2.172
O -0.630 1.990 2.193
S -1.201 2.289 0.911
O -0.883 3.566 0.331
N -0.685 1.057 -0.101
C -0.930 1.199 -1.446
C -1.930 1.978 -2.015
C -2.098 1.996 -3.394
C -1.291 1.239 -4.226
C -0.263 0.465 -3.696
C 0.636 -0.330 -4.490
C 1.597 -1.051 -3.907
C 1.752 -1.117 -2.421
N 0.957 -0.186 -1.683
C -0.058 0.455 -2.300
C -2.979 2.111 1.048
C -3.466 0.837 1.257
C -4.833 0.649 1.387
C -5.689 1.739 1.315
C -5.184 3.017 1.128
C -3.817 3.209 0.994
H -2.562 2.576 -1.383
H -2.877 2.609 -3.820
H -1.443 1.252 -5.295
H 0.512 -0.326 -5.563
H 2.254 -1.694 -4.471
H 2.804 -1.017 -2.120
H -2.761 0.022 1.320
H -5.232 -0.343 1.538
H -6.757 1.597 1.404
H -5.852 3.864 1.080
H -3.389 4.189 0.850
*
```

A molecular structure, C27H22Cl2N5O2Rb. Source: the Open Molecules 2025 dataset; level of theory: ωB97M-V/def2-TZVPD.

Calculated values
Energy relative to the best compared isomer or geometry (same formula, charge and spin) in kcal per mole: 0.00
E_tot in eV: -65602.817
LUMO in Ha: 0.1492
HOMO-LUMO gap in eV: 5.44

Geometry as ORCA input:
```
! wB97M-V def2-TZVPD RIJCOSX def2/J DEFGRID3
* xyz -2 1
Rb 0.214 0.220 0.117
Cl 0.862 -5.826 -4.585
C 0.403 -4.869 -3.197
C 0.677 -3.520 -3.189
C 0.374 -2.672 -2.109
N 0.634 -1.323 -2.157
C 1.231 -0.751 -3.192
O 1.723 -1.246 -4.231
C 1.370 0.760 -3.110
C 2.293 1.337 -3.993
C 2.494 2.699 -3.981
C 1.734 3.464 -3.105
C 0.794 2.819 -2.319
N 0.614 1.508 -2.311
C -0.240 -3.274 -0.949
C -0.510 -4.652 -1.012
C -0.209 -5.439 -2.100
Cl -0.616 -7.138 -2.066
N -0.534 -2.530 0.169
C -1.171 -3.044 1.212
O -1.625 -4.195 1.403
C -1.419 -2.089 2.365
C -2.188 -2.600 3.421
C -2.506 -1.801 4.496
C -2.038 -0.494 4.498
C -1.261 -0.080 3.428
N -0.951 -0.844 2.393
H 1.149 -3.086 -4.055
H 2.817 0.683 -4.674
H 3.215 3.161 -4.646
H 1.863 4.534 -3.040
H 0.153 3.392 -1.659
H -0.975 -5.118 -0.158
H -2.517 -3.624 3.348
H -3.105 -2.177 5.318
H -2.273 0.183 5.309
H -0.876 0.932 3.399
C 4.745 2.495 1.659
N 3.504 2.881 2.285
C 2.998 1.816 3.118
C 2.524 3.265 1.270
C 1.196 3.735 1.829
C 1.224 4.855 2.653
C 0.043 5.442 3.072
C -1.155 4.882 2.660
C -1.148 3.723 1.900
C 0.013 3.070 1.429
H 5.485 2.260 2.428
H 5.120 3.321 1.053
H 4.627 1.608 1.003
H 3.673 1.659 3.963
H 2.896 0.859 2.563
H 2.018 2.111 3.485
H 2.342 2.425 0.563
H 2.978 4.088 0.699
H 2.177 5.275 2.970
H 0.058 6.337 3.688
H -2.095 5.360 2.938
H -2.118 3.305 1.626
*
```

A molecular structure, C27H22ClCoNOPTe. Source: the Open Molecules 2025 dataset; level of theory: ωB97M-V/def2-TZVPD.

Calculated values
Energy relative to the best compared isomer or geometry (same formula, charge and spin) in kcal per mole: 0.00
E_tot in eV: -98609.149
LUMO (spin up / spin down) in Ha: -0.2225 / -0.3525
HOMO-LUMO gap (spin up / spin down) in eV: 8.29 / 4.78
⟨S²⟩: 6.025

Geometry as ORCA input:
```
! wB97M-V def2-TZVPD RIJCOSX def2/J DEFGRID3
* xyz 2 5
Co -1.184 0.298 0.404
Cl -2.090 1.536 -1.329
C -1.131 1.118 -2.769
C -1.276 1.936 -3.865
C -0.526 1.639 -4.997
C 0.342 0.557 -5.004
C 0.464 -0.249 -3.880
C -0.286 0.016 -2.738
P -0.212 -1.059 -1.284
C -1.443 -2.348 -1.505
C -2.252 -2.407 -2.636
C -3.192 -3.424 -2.749
C -3.323 -4.366 -1.741
C -2.515 -4.306 -0.609
C -1.581 -3.295 -0.484
C 1.424 -1.778 -1.235
C 1.634 -3.118 -1.555
C 2.930 -3.616 -1.570
C 4.000 -2.787 -1.265
C 3.790 -1.449 -0.945
C 2.502 -0.945 -0.925
H -1.947 2.785 -3.846
H -0.621 2.268 -5.873
H 0.928 0.339 -5.886
H 1.145 -1.092 -3.886
H -2.149 -1.679 -3.431
H -3.820 -3.478 -3.629
H -4.058 -5.155 -1.838
H -2.618 -5.048 0.172
H -0.949 -3.247 0.396
H 0.801 -3.766 -1.795
H 3.101 -4.654 -1.822
H 5.008 -3.183 -1.280
H 4.629 -0.807 -0.713
H 2.337 0.102 -0.692
O -3.994 -1.951 2.438
C -3.185 -1.294 1.948
N -2.319 -0.596 1.446
C 0.932 3.297 2.042
Te 0.680 1.174 2.155
C -0.469 1.648 3.896
C 0.262 2.863 4.411
C 0.245 3.190 5.758
C 0.908 4.329 6.196
C 1.596 5.124 5.296
C 1.628 4.791 3.949
C 0.952 3.664 3.507
H 0.081 3.705 1.497
H 1.851 3.525 1.511
H -0.459 0.798 4.572
H -1.490 1.844 3.571
H -0.279 2.561 6.467
H 0.896 4.585 7.247
H 2.124 6.002 5.644
H 2.180 5.407 3.250
*
```

A gas-phase ion, C27H22ClO6S3 (charge -1). Source: the Open Molecules 2025 dataset; level of theory: ωB97M-V/def2-TZVPD.

Calculated values
E_tot in eV: -85665.465
Structure (SMILES): O=S(=O)(C([C@@H](c1ccccc1)[C@@H](Cl)S(=O)(=O)c1ccccc1)=[S@](=O)([O-])c1ccccc1)c1ccccc1
LUMO in Ha: 0.0864
HOMO-LUMO gap in eV: 6.34

Geometry as ORCA input:
```
! wB97M-V def2-TZVPD RIJCOSX def2/J DEFGRID3
* xyz -1 1
C 5.330 -1.182 -1.440
C 4.755 -2.402 -1.067
C 3.636 -2.412 -0.225
C 3.116 -1.207 0.234
S 1.851 -1.239 1.475
C 0.304 -1.026 0.597
C 0.011 -0.153 -0.515
C -0.781 -0.665 -1.678
C -0.936 -2.049 -1.797
C -2.022 -2.563 -2.534
C -2.875 -1.704 -3.255
C -2.647 -0.342 -3.180
C -1.557 0.162 -2.494
S -1.006 -2.060 1.280
C -0.740 -2.344 3.081
C -0.494 -3.625 3.560
C -0.215 -3.804 4.913
C -0.227 -2.698 5.777
C -0.510 -1.432 5.288
C -0.793 -1.237 3.939
O -2.274 -1.386 1.125
O -0.765 -3.376 0.717
O 1.769 -2.637 1.882
O 2.165 -0.213 2.458
C 3.667 0.018 -0.154
C 4.769 0.020 -1.018
H 6.228 -1.178 -2.065
H 5.164 -3.343 -1.412
H 3.200 -3.346 0.103
H 0.994 0.555 -0.568
H -0.241 -2.718 -1.306
H -2.117 -3.662 -2.570
H -3.668 -2.149 -3.896
H -3.289 0.339 -3.785
H -1.305 1.211 -2.572
H -0.497 -4.471 2.867
H 0.002 -4.788 5.274
H -0.018 -2.832 6.823
H -0.529 -0.557 5.936
H -1.028 -0.265 3.507
H 3.270 0.944 0.237
H 5.181 0.979 -1.336
Cl -0.363 1.624 1.675
C -0.346 1.301 -0.063
S 0.341 2.819 -1.035
C -1.035 3.910 -1.498
C -1.888 3.665 -2.592
C -3.036 4.458 -2.785
C -3.250 5.575 -1.954
C -2.309 5.906 -0.947
C -1.206 5.059 -0.744
O 1.247 3.621 -0.239
O 0.815 2.249 -2.304
H -1.394 1.211 -0.419
H -1.675 2.885 -3.302
H -3.747 4.222 -3.582
H -4.139 6.203 -2.082
H -2.433 6.810 -0.337
H -0.456 5.322 0.006
*
```

A molecular structure, C27H22F3N5O3PbS2. Source: the Open Molecules 2025 dataset; level of theory: ωB97M-V/def2-TZVPD.

Calculated values
Energy relative to the best compared isomer or geometry (same formula, charge and spin) in kcal per mole: 0.00
E_tot in eV: -77021.655
LUMO in Ha: -0.0128
HOMO-LUMO gap in eV: 7.75

Geometry as ORCA input:
```
! wB97M-V def2-TZVPD RIJCOSX def2/J DEFGRID3
* xyz 0 1
Pb -1.392 1.631 -0.110
C -4.190 3.535 0.277
C -4.572 2.744 -0.802
C -3.932 2.881 -2.027
C -2.914 3.814 -2.175
C -2.531 4.609 -1.099
C -3.169 4.468 0.130
H -4.687 3.425 1.233
H -5.360 2.010 -0.687
H -4.208 2.239 -2.853
H -2.402 3.911 -3.124
H -1.724 5.321 -1.214
H -2.863 5.076 0.971
N 2.775 3.006 1.607
C 1.542 2.438 1.435
S 0.209 3.514 1.204
N 1.549 1.125 1.466
N 0.318 0.566 1.307
C 0.177 -0.665 1.633
C 1.323 -1.521 2.043
C 1.568 -1.814 3.378
C 2.633 -2.634 3.724
C 3.446 -3.171 2.736
C 3.198 -2.883 1.400
C 2.141 -2.057 1.051
C -1.185 -1.244 1.586
C -1.405 -2.593 1.823
C -2.704 -3.076 1.772
C -3.740 -2.207 1.486
C -3.432 -0.879 1.248
N -2.193 -0.404 1.311
H 2.791 3.989 1.816
H 3.460 2.427 2.067
H 0.930 -1.394 4.146
H 2.825 -2.856 4.766
H 4.273 -3.816 3.007
H 3.830 -3.301 0.626
H 1.939 -1.824 0.011
H -0.572 -3.251 2.021
H -2.899 -4.128 1.936
H -4.763 -2.548 1.420
H -4.203 -0.167 0.977
F -1.143 -0.022 -4.152
C -1.483 -1.241 -3.717
F -2.487 -1.694 -4.465
F -0.425 -2.053 -3.899
S -1.960 -1.186 -1.940
O -3.105 -0.297 -1.923
O -2.184 -2.557 -1.583
O -0.773 -0.573 -1.317
N 0.629 2.007 -1.903
C 1.519 1.284 -1.799
C 2.599 0.348 -1.682
C 3.734 0.679 -0.945
C 4.751 -0.253 -0.823
C 4.630 -1.499 -1.423
C 3.494 -1.824 -2.153
C 2.473 -0.899 -2.292
H 3.804 1.651 -0.478
H 5.637 -0.008 -0.252
H 5.427 -2.225 -1.319
H 3.401 -2.798 -2.613
H 1.576 -1.139 -2.845
*
```

2 unconnected molecules or ions with the total composition C27H22F4O5. Source: the Open Molecules 2025 dataset; level of theory: ωB97M-V/def2-TZVPD.

Calculated values
E_tot in eV: -49458.805
LUMO in Ha: -0.1748
HOMO-LUMO gap in eV: 1.39

Geometry as ORCA input:
```
! wB97M-V def2-TZVPD RIJCOSX def2/J DEFGRID3
* xyz 0 1
F -3.276 4.619 -3.535
C -3.006 3.295 -3.499
C -4.043 2.379 -3.504
C -3.773 1.024 -3.453
F -4.789 0.131 -3.492
C -2.468 0.592 -3.392
C -1.381 1.489 -3.399
C -0.074 0.936 -3.374
C 1.230 1.498 -3.396
C 2.321 0.605 -3.426
C 3.623 1.043 -3.471
F 4.641 0.151 -3.460
C 3.887 2.400 -3.506
C 2.847 3.311 -3.466
F 3.111 4.637 -3.503
C 1.546 2.870 -3.399
C -1.702 2.860 -3.453
H -5.059 2.721 -3.556
H -2.290 -0.468 -3.345
H -0.070 -0.142 -3.358
H 2.144 -0.455 -3.414
H 4.902 2.748 -3.562
H 0.795 3.627 -3.323
H -0.951 3.619 -3.473
C -2.072 3.453 2.638
C -0.959 2.581 2.093
O -0.974 1.297 2.657
C -0.177 0.457 1.933
C -0.084 -0.934 2.360
C -1.058 -1.466 3.280
C -1.025 -2.892 3.718
C 0.070 -3.462 4.357
C 0.018 -4.771 4.782
C -1.128 -5.516 4.595
C -2.225 -4.953 3.975
C -2.173 -3.649 3.547
O -1.976 -0.791 3.728
C 0.946 -1.783 1.764
O 0.822 -2.999 1.734
O 2.057 -1.170 1.245
C 2.909 -2.109 0.632
C 3.890 -1.447 -0.313
O 0.419 0.849 0.938
H -2.015 4.478 2.265
H -3.046 3.043 2.365
H -2.024 3.483 3.728
H -1.038 2.450 1.003
H 0.039 2.997 2.298
H 0.971 -2.886 4.475
H 0.874 -5.218 5.260
H -1.174 -6.536 4.939
H -3.122 -5.532 3.826
H -3.021 -3.189 3.068
H 3.417 -2.660 1.435
H 2.268 -2.829 0.105
H 4.553 -2.163 -0.800
H 3.364 -0.896 -1.092
H 4.509 -0.726 0.220
*
```

A molecular structure, C27H22F5N4OPdS2Sb. Source: the Open Molecules 2025 dataset; level of theory: ωB97M-V/def2-TZVPD.

Calculated values
Energy relative to the best compared isomer or geometry (same formula, charge and spin) in kcal per mole: 21.62
E_tot in eV: -81637.097
LUMO (spin up / spin down) in Ha: -0.0045 / -0.0498
HOMO-LUMO gap (spin up / spin down) in eV: 6.39 / 6.27
⟨S²⟩: 2.009

Geometry as ORCA input:
```
! wB97M-V def2-TZVPD RIJCOSX def2/J DEFGRID3
* xyz 0 3
Pd -0.139 0.349 -0.280
N 3.916 0.254 1.250
C 3.949 1.625 1.136
C 2.687 2.002 0.787
N 1.891 0.894 0.698
C 2.651 -0.142 0.973
C 2.089 -1.474 0.899
N 0.950 -1.674 0.274
C 0.648 -2.998 0.424
C 1.629 -3.611 1.147
N 2.548 -2.631 1.441
H 4.705 -0.336 1.438
H 4.854 2.190 1.294
H 2.306 2.990 0.585
H -0.246 -3.419 -0.010
H 1.758 -4.632 1.468
H 3.330 -2.733 2.060
F -4.357 2.490 7.635
C -3.728 2.072 6.521
C -3.610 2.939 5.454
C -2.955 2.495 4.312
C -2.430 1.209 4.239
C -2.579 0.363 5.331
C -3.223 0.786 6.485
Sb -1.471 0.489 2.452
C -0.948 2.431 1.716
C -0.078 3.312 2.359
C 0.291 4.511 1.769
C -0.227 4.826 0.524
F 0.141 5.982 -0.046
C -1.119 4.009 -0.132
C -1.485 2.813 0.482
C 0.328 -0.155 3.448
C 1.471 0.576 3.751
C 2.575 -0.018 4.345
C 2.523 -1.367 4.637
F 3.602 -1.952 5.193
C 1.414 -2.136 4.357
C 0.327 -1.517 3.752
H -4.024 3.938 5.522
H -2.855 3.176 3.475
H -2.180 -0.648 5.306
H -3.338 0.138 7.345
H 0.298 3.078 3.345
H 0.962 5.208 2.255
H -1.516 4.295 -1.097
H -2.230 2.194 0.000
H 1.537 1.623 3.497
H 3.469 0.549 4.579
H 1.410 -3.194 4.594
H -0.527 -2.135 3.487
C 1.570 -2.219 -3.257
O 1.311 -0.997 -2.561
C 1.180 0.136 -3.278
S 1.452 0.245 -4.889
S 0.697 1.464 -2.279
H 1.585 -2.991 -2.489
H 2.523 -2.171 -3.780
H 0.780 -2.416 -3.979
F -3.014 -0.441 -0.426
C -1.865 -0.420 -1.198
F -1.623 -1.729 -1.566
H -2.089 0.152 -2.099
*
```

A molecular structure, C27H22N6O3PdS3. Source: the Open Molecules 2025 dataset; level of theory: ωB97M-V/def2-TZVPD.

Calculated values
Energy relative to the best compared isomer or geometry (same formula, charge and spin) in kcal per mole: 20.72
E_tot in eV: -79424.314
LUMO (spin up / spin down) in Ha: 0.1433 / 0.1433
HOMO-LUMO gap (spin up / spin down) in eV: 5.06 / 5.06

Geometry as ORCA input:
```
! wB97M-V def2-TZVPD RIJCOSX def2/J DEFGRID3
* xyz -2 1
Pd 1.820 -1.909 -0.626
C -0.451 1.595 2.884
O -0.590 2.876 2.301
C -1.566 3.101 1.365
C -1.999 4.424 1.299
C -3.001 4.821 0.421
C -3.610 3.876 -0.388
C -3.181 2.567 -0.348
C -2.136 2.151 0.497
N -1.764 0.797 0.449
C -0.508 0.336 0.018
N 0.390 1.300 -0.265
C 1.781 1.248 -0.455
C 2.531 0.076 -0.579
C 3.917 0.231 -0.716
C 4.518 1.477 -0.778
C 3.750 2.629 -0.689
C 2.384 2.516 -0.517
O 1.521 3.618 -0.430
C 1.949 4.713 0.331
N -0.241 -0.922 -0.066
C -1.146 -1.962 0.116
C -0.775 -3.024 0.953
C -1.596 -4.120 1.121
C -2.804 -4.196 0.443
C -3.169 -3.176 -0.414
C -2.361 -2.064 -0.582
O -2.800 -1.052 -1.445
C -2.019 -0.917 -2.623
H -0.042 1.770 3.881
H 0.242 0.959 2.327
H -1.414 1.089 2.975
H -1.548 5.133 1.978
H -3.311 5.856 0.391
H -4.413 4.160 -1.054
H -3.631 1.822 -0.987
H -2.502 0.214 0.065
H 0.075 2.257 -0.154
H 4.545 -0.655 -0.767
H 5.590 1.568 -0.899
H 4.214 3.605 -0.754
H 1.046 5.273 0.582
H 2.631 5.369 -0.227
H 2.438 4.397 1.258
H 0.191 -2.966 1.450
H -1.286 -4.935 1.758
H -3.441 -5.062 0.553
H -4.084 -3.228 -0.986
H -2.479 -0.113 -3.202
H -2.017 -1.849 -3.194
H -0.979 -0.661 -2.394
S 2.938 -3.087 -2.309
C 1.627 -3.931 -1.473
C 0.373 -3.708 -2.062
N -0.615 -3.587 -2.654
C 1.838 -5.109 -0.718
S 3.362 -5.740 -0.299
C 0.759 -5.915 -0.358
N -0.058 -6.674 -0.047
S 4.969 -2.467 2.730
C 3.604 -2.412 1.899
N 2.534 -2.383 1.418
*
```

Number 8 is which compound? C27H22N6O3PdS3